Here is a structure of composition C29H30N8O3Se2Sn from the OMol25 dataset. Energies are from ωB97M-V/def2-TZVPD.

Results
- Lowest unoccupied orbital energy: 0.21 eV
- Electronic energy: -6804.0507 a.u.
- Molar mass: 815.2 g/mol
- Largest force on an atom: 0.0118 hartree/bohr

Geometry as ORCA input:
```
! RIJCOSX wB97M-V def2-TZVPD def2/J DEFGRID3
* xyz 0 1
Sn -0.41503 -0.26080 0.86339
C 4.45714 5.14973 2.56140
C 3.71862 3.94663 2.03264
C 4.35255 2.72398 1.82834
C 3.65171 1.62491 1.38225
C 2.27780 1.65518 1.06059
N 1.65798 0.48209 0.60292
C 2.49791 -0.33318 -0.19007
C 3.13812 0.22290 -1.30671
C 4.00039 -0.49230 -2.11005
C 4.24972 -1.84040 -1.85864
C 5.16453 -2.65666 -2.73515
C 3.59103 -2.41698 -0.79005
C 2.74566 -1.68920 0.04523
N 2.15533 -2.39578 1.13723
C 2.62241 -3.51634 1.73400
C 1.71226 -3.89246 2.69248
C 0.69979 -2.92956 2.61952
N 0.98474 -2.02632 1.69209
C 1.65601 2.89616 1.27457
C 2.36554 3.99331 1.76504
N 0.27408 3.11533 1.01140
C -0.30162 4.24874 0.55261
C -1.66475 4.06688 0.61011
C -1.83011 2.77391 1.12519
N -0.65179 2.21105 1.36397
H 5.52420 5.07052 2.35370
H 4.33517 5.24388 3.64337
H 4.08801 6.07037 2.10766
H 5.41118 2.62685 2.04390
H 4.17370 0.68482 1.26705
H 2.93884 1.26494 -1.52528
H 4.47594 -0.00462 -2.95400
H 5.81227 -2.01083 -3.32671
H 4.59646 -3.28477 -3.42587
H 5.79670 -3.31381 -2.13733
H 3.70952 -3.48086 -0.62152
H 3.56212 -3.96514 1.46395
H 1.76861 -4.74631 3.34547
H -0.21345 -2.84233 3.18644
H 1.82273 4.91211 1.95655
H 0.28213 5.08115 0.19717
H -2.43188 4.76580 0.32193
H -2.74490 2.22740 1.29634
O -5.92505 3.21435 -1.81600
C -5.78908 1.94939 -2.46889
C -4.51537 1.25299 -1.98983
C -4.63929 0.90563 -0.49712
O -4.70327 2.04746 0.34725
C -3.31251 2.15903 -2.25184
Se -1.61144 1.16648 -2.13093
C -4.36852 -0.01429 -2.83098
Se -2.67250 -0.89786 -2.44154
H -6.64623 3.70443 -2.21917
H -5.74507 2.07721 -3.55560
H -6.64888 1.30987 -2.23988
H -3.77231 0.32670 -0.18232
H -5.52275 0.26918 -0.35744
H -5.35068 2.66140 -0.02084
H -3.25634 2.96339 -1.52401
H -3.36295 2.57911 -3.25495
H -4.40822 0.22853 -3.89168
H -5.15227 -0.74011 -2.60468
N 0.78462 -2.99470 -2.49789
C -0.00829 -2.66670 -1.44654
O -0.04642 -1.44102 -1.12198
C -0.72974 -3.71152 -0.81034
C -1.47893 -3.43130 0.35588
N -2.07359 -3.16850 1.31189
C -0.67831 -5.02527 -1.33097
N -0.64090 -6.09788 -1.76036
H 0.70591 -3.90338 -2.92320
H 1.17301 -2.23659 -3.03241
*
```